# C19H23ClN4O

An isolated molecule of C19H23ClN4O (wB97M-V/def2-TZVPD, the Open Molecules 2025 dataset).

Results
E_LUMO = 0.0253 Ha
SMILES = O=C(NCCN1CCN(c2ccccc2)CC1)Nc1ccc(Cl)cc1
HOMO = -0.284 Eh
Calculated total energy = -40607.610 eV

```
48
C19H23ClN4O, DFT wB97M-V/def2-TZVPD
O 0.16816 2.20897 4.74738
C 0.16244 1.24346 4.01479
N -0.81556 0.95916 3.11228
H -0.56089 0.32084 2.36462
C -1.66097 2.01250 2.59659
H -1.65283 2.84637 3.29937
C -1.11751 2.44717 1.22271
N -0.72920 1.26271 0.47260
C 0.38832 1.45199 -0.43190
C 0.85889 0.08367 -0.94549
N -0.21477 -0.60245 -1.63035
C -0.39094 -0.41744 -2.99740
C 0.71634 -0.49247 -3.85148
C 0.57514 -0.36888 -5.21780
C -0.67437 -0.17862 -5.78481
C -1.78015 -0.12174 -4.95685
C -1.64607 -0.23559 -3.58542
H -2.53578 -0.17132 -2.97843
H -2.76452 0.02310 -5.37894
H -0.78318 -0.08223 -6.85417
H 1.45037 -0.43206 -5.84831
H 1.69850 -0.67374 -3.44211
C -1.34955 -0.73536 -0.74689
H -2.15428 -1.27107 -1.24881
C -1.83199 0.62208 -0.22180
H -2.65613 0.47390 0.47814
H -2.19116 1.24447 -1.06024
H -1.01841 -1.33696 0.10789
H 1.71013 0.22374 -1.60806
H 1.17244 -0.53054 -0.09408
H 1.20417 1.93462 0.11111
H 0.11695 2.08577 -1.29555
H -0.22383 3.05462 1.38237
H -1.86048 3.06126 0.69284
H -2.68110 1.62831 2.50884
N 1.19177 0.31238 4.09010
C 1.45655 -0.76242 3.24511
C 2.75424 -0.95768 2.76857
C 3.04294 -1.99528 1.90467
C 2.03219 -2.85802 1.50790
C 0.74747 -2.70806 2.00599
C 0.46313 -1.67189 2.87601
H -0.52577 -1.58614 3.29806
H -0.02380 -3.40696 1.72226
Cl 2.37918 -4.13686 0.39704
H 4.04575 -2.13215 1.53228
H 3.53967 -0.28260 3.07515
H 1.96848 0.64744 4.64421
```


# C24H38Cl3GeO3PS2TeV

A structure of composition C24H38Cl3GeO3PS2TeV (wB97M-V/def2-TZVPD, the Open Molecules 2025 dataset).

Results
Charge = +2
E_LUMO (alpha / beta) = -0.3635 / -0.3665 Ha
HOMO (alpha / beta) = -0.545 / -0.545 Eh
Calculated total energy = -189658.446 eV
Multiplicity = 2

```
74
C24H38Cl3GeO3PS2TeV, DFT wB97M-V/def2-TZVPD
V 0.24972 2.62428 -1.44381
Cl 0.55115 4.43506 -3.23252
Ge -1.19766 5.70917 -2.14506
Cl 2.37756 3.00050 -0.98869
Cl -0.49136 4.42584 -0.10484
C -2.94137 2.11156 3.68148
C -3.36712 2.59486 2.30021
C -2.66837 1.77692 1.19818
C -1.28585 1.29010 1.67831
C -0.65904 2.35037 2.59336
C -1.45122 2.40252 3.91026
P -0.20929 0.71010 0.32167
C -1.03772 -0.68232 -0.59315
C -2.33683 -0.39853 -1.35636
C -2.44870 -1.41237 -2.50305
C -1.95707 -2.80656 -2.07837
C -2.12950 -2.98031 -0.57400
C -1.25891 -1.97970 0.21311
C 1.26800 -0.16917 1.05416
C 0.93520 -1.05272 2.30037
C 1.50961 -0.49832 3.60058
C 3.03878 -0.44364 3.55499
C 3.53705 -0.15361 2.13442
C 2.52712 0.66819 1.33433
H -3.13932 1.03807 3.76117
H -3.53901 2.58381 4.45996
H -3.12106 3.65452 2.19180
H -4.44660 2.51550 2.17446
H -2.56617 2.38616 0.29672
H -3.28477 0.91822 0.93206
H -1.42542 0.38376 2.27887
H -0.71161 3.31896 2.09997
H 0.39457 2.16248 2.78945
H -1.32996 3.39605 4.34457
H -1.03524 1.69375 4.63025
H -0.26439 -0.90620 -1.34545
H -2.40832 0.60517 -1.74613
H -3.17331 -0.51614 -0.66651
H -1.87212 -1.04968 -3.36099
H -3.48672 -1.46118 -2.83373
H -0.90222 -2.94765 -2.34227
H -2.50781 -3.57856 -2.61491
H -1.87129 -3.99181 -0.26091
H -3.18241 -2.84380 -0.32045
H -0.29965 -2.44211 0.44965
H -1.75154 -1.75425 1.16158
H 1.52203 -0.86161 0.23662
H 1.36926 -2.03984 2.12266
H -0.13060 -1.22273 2.41175
H 1.17602 -1.12781 4.42611
H 1.09946 0.49104 3.79844
H 3.45477 -1.38992 3.90333
H 3.40148 0.32339 4.24010
H 3.72032 -1.09318 1.60065
H 4.49200 0.37189 2.16509
H 2.98616 0.97903 0.39839
H 2.28777 1.59347 1.86271
Te 3.07998 0.30906 -2.50733
C 3.08393 -1.56481 -3.26096
C 4.23472 -2.29455 -2.87827
C 4.35584 -3.61939 -3.24547
C 3.35446 -4.20486 -4.01193
C 2.22651 -3.47879 -4.41512
C 2.07906 -2.16387 -4.04561
H 5.02478 -1.82946 -2.29654
H 5.22543 -4.19005 -2.95203
H 3.45239 -5.23931 -4.31431
H 1.47303 -3.95686 -5.02587
H 1.21156 -1.60430 -4.36884
O -3.49948 2.34099 -3.56105
S -2.32539 3.13643 -3.53083
O -1.32308 2.41138 -2.07470
O -2.56408 4.41966 -2.73993
S 0.90183 0.81770 -2.87185
```


# C4H6O2

A structure of composition C4H6O2 (wB97M-V/def2-TZVPD, the Open Molecules 2025 dataset).

Results
E_LUMO = 0.0326 Ha
HOMO = -0.361 Eh
Calculated total energy = -8338.447 eV

```
12
C4H6O2, DFT wB97M-V/def2-TZVPD
O -0.96291 0.83756 2.24203
C 0.07029 0.34652 1.85342
C 0.15507 -0.33391 0.51007
C -0.75050 0.16188 -0.61051
C 0.48494 -0.13217 -1.46390
O 1.32590 -0.08953 -0.28748
H 0.97401 0.31566 2.49390
H 0.05705 -1.41833 0.69282
H -0.92305 1.23632 -0.51006
H -1.68774 -0.36027 -0.80195
H 0.78510 0.58404 -2.23309
H 0.47184 -1.14775 -1.88525
```


# C7H12

An isolated molecule of C7H12 (wB97M-V/def2-TZVPD, the Open Molecules 2025 dataset).

Results
E_LUMO = -0.0183 Ha
HOMO = -0.253 Eh
Calculated total energy = -7447.378 eV

```
19
C7H12, DFT wB97M-V/def2-TZVPD
C 1.32748 0.00296 -1.44299
C 0.58264 0.51726 -0.15927
C 1.00058 1.62688 0.62534
C -0.36041 -0.78138 0.81520
C -0.82800 0.08378 -0.18829
C -2.06180 0.93241 -0.12508
C 0.14118 -2.18489 0.50076
H 0.85598 0.54139 -2.27557
H 1.32022 -1.08735 -1.47748
H 2.34109 0.41358 -1.45642
H 1.21395 1.24166 1.62149
H 1.70650 2.23594 0.06362
H -0.20861 -0.58607 1.88822
H -2.94880 0.40786 0.25543
H -2.35275 1.28628 -1.12641
H -1.86318 1.81631 0.46832
H 0.00387 -2.83925 1.36942
H 1.21357 -2.27178 0.29483
H -0.48533 -2.60456 -0.28583
```


# C12H13ClN2O5

An isolated molecule of C12H13ClN2O5 (wB97M-V/def2-TZVPD, the Open Molecules 2025 dataset).

Results
E_LUMO = -0.0265 Ha
SMILES = CCCC(=O)OCC(=O)Nc1cc(Cl)ccc1[N+](=O)[O-]
HOMO = -0.356 Eh
Calculated total energy = -38381.442 eV

```
33
C12H13ClN2O5, DFT wB97M-V/def2-TZVPD
C -5.18867 -0.82993 -1.39734
C -3.84836 -0.60671 -1.03815
C -3.37142 0.64227 -1.56303
C -1.77803 0.88009 -1.25766
O -0.83755 -0.03566 -1.35083
O -1.38998 2.23815 -0.98014
C 0.01342 2.63046 -0.60575
C 0.34656 1.37320 0.45923
O -0.27681 1.21407 1.48794
N 1.55091 0.96201 0.16395
C 2.21871 -0.06515 1.14081
C 1.85074 -0.59155 2.26785
C 2.58492 -1.40274 2.70897
C 3.65752 -1.90373 2.50382
C 4.18596 -1.59246 1.13857
C 3.55249 -0.42391 0.51345
N 4.08915 -0.05302 -0.92175
O 5.10907 -0.65827 -1.15000
O 3.36126 0.63193 -1.46003
H 5.09866 -1.79236 0.89524
H 4.30384 -2.72769 2.97473
Cl 1.99338 -1.81971 4.63051
H 0.83497 -0.03921 2.69971
H 2.03596 1.26783 -0.53981
H 0.41467 2.09770 -1.48055
H -0.21786 3.47900 -0.25585
H -3.17189 0.69278 -2.80080
H -3.87666 1.43978 -1.11664
H -3.58660 -0.48830 0.17680
H -3.07292 -1.37208 -1.29080
H -5.86970 -0.19547 -1.04346
H -5.47184 -1.95443 -1.03998
H -5.24391 -0.99689 -2.46900
```


# C23H26N4O3

An isolated molecule of C23H26N4O3 (wB97M-V/def2-TZVPD, the Open Molecules 2025 dataset).

Results
E_LUMO = -0.0087 Ha
SMILES = CC[C@@H](NC(=O)c1cccc(Cn2cc([N+](=O)[O-])cn2)c1)c1ccc(C(C)C)cc1
HOMO = -0.329 Eh
Calculated total energy = -36373.889 eV

```
56
C23H26N4O3, DFT wB97M-V/def2-TZVPD
C 3.70321 -4.30675 0.57092
C 2.40938 -3.67071 1.06506
H 1.67062 -4.44387 1.28828
H 2.60084 -3.12228 1.98918
C 1.81407 -2.69403 0.04377
N 1.38515 -3.42958 -1.13162
C 0.93757 -2.89210 -2.28538
O 0.51823 -3.57100 -3.19985
C 1.00586 -1.39302 -2.33574
C -0.12466 -0.65337 -2.02953
C -0.08565 0.73412 -2.04302
C 1.09381 1.37602 -2.38687
C 2.21984 0.63780 -2.71315
C 2.18281 -0.74388 -2.68568
H 3.06070 -1.32000 -2.93784
H 3.13134 1.14791 -2.98604
H 1.14926 2.45449 -2.40342
C -1.35109 1.48393 -1.68320
N -1.12158 2.85753 -1.33587
C -1.02334 3.90330 -2.16087
C -0.74209 5.00364 -1.35898
C -0.68846 4.49052 -0.04600
N -0.91633 3.19936 -0.06386
H -0.50071 5.02011 0.86489
N -0.55676 6.33712 -1.77699
O -0.63816 6.56488 -2.96884
O -0.32695 7.16773 -0.92157
H -1.15636 3.83784 -3.22135
H -2.05053 1.44481 -2.52497
H -1.80978 1.00220 -0.81528
H -1.04055 -1.16211 -1.76816
H 1.29515 -4.43280 -1.04833
C 0.67136 -1.91652 0.66039
C 0.85411 -0.61099 1.09044
C -0.18189 0.10066 1.66971
C -1.43490 -0.47532 1.82926
C -1.61730 -1.78081 1.38176
C -0.58220 -2.49513 0.81168
H -0.75416 -3.50548 0.46978
H -2.58841 -2.24541 1.48226
C -2.58970 0.22815 2.50300
C -2.43235 1.74392 2.58998
H -2.17072 2.17449 1.62653
H -1.65814 2.00817 3.30612
H -3.36561 2.18872 2.92851
C -2.76789 -0.35515 3.91034
H -2.93957 -1.42798 3.86879
H -1.87419 -0.17476 4.50391
H -3.61435 0.11253 4.40798
H -3.49699 0.00585 1.92709
H -0.00574 1.11614 1.98403
H 1.81927 -0.14029 0.96716
H 2.59544 -1.98348 -0.25702
H 3.54751 -4.83522 -0.36657
H 4.46268 -3.54501 0.40992
H 4.07889 -5.01488 1.30522
```